Entry from OMol25: a 9-piece molecular cluster, C51H123N6O15 overall in a non-equilibrium geometry (ωB97M-V with the def2-TZVPD basis set).

Summary:
- expectation value of S² = 0.75
- lowest unoccupied orbital energy (alpha / beta) (Eh) = -0.1189 / -0.1255
- spin multiplicity = 2
- orbital gap (alpha / beta) (eV) = 2.2585 / 6.1196
- total charge = +2
- E_HOMO (alpha / beta) (eV) = -5.5 / -9.5
- energy above the lowest of the compared OMol25 structures with the same formula, charge and spin (kJ/mol) = 225.0

The geometry in XYZ format:
```
195
Properties=species:S:1:pos:R:3:lowdin_spin:R:1
O 12.021 5.862 -13.210 0.00
O 9.953 1.446 -7.856 0.00
O 10.389 8.613 -8.270 0.00
O 16.003 7.072 -14.373 0.02
O 9.973 6.469 -8.310 0.00
O 6.571 10.043 -15.506 0.00
O 12.821 5.966 -11.058 0.00
O 14.993 2.635 -13.269 0.01
O 9.321 7.763 -6.653 0.00
O 10.372 7.494 -16.996 0.01
O 8.020 4.628 -14.021 0.00
O 10.901 5.227 -11.500 0.00
O 7.126 4.923 -15.967 0.00
O 14.420 5.473 -6.671 0.00
O 9.108 3.996 -15.714 0.00
N 15.856 7.945 -7.302 0.00
N 9.050 9.075 -19.381 0.00
N 8.517 8.920 -13.189 0.00
N 13.228 2.399 -15.717 0.00
N 8.229 2.664 -9.980 0.00
N 19.264 6.800 -14.386 0.01
C 15.582 3.487 -12.335 0.01
C 6.217 0.777 -10.335 0.00
C 15.939 6.590 -8.094 0.00
C 17.037 7.846 -15.116 0.08
C 20.085 6.530 -11.954 0.01
C 14.627 1.752 -15.481 0.01
C 14.563 8.849 -7.590 0.00
C 13.121 4.883 -6.570 0.00
C 10.938 9.191 -12.182 0.00
C 20.895 7.818 -16.266 0.02
C 9.429 2.752 -7.619 0.00
C 6.192 4.404 -10.158 0.00
C 14.601 9.213 -9.185 0.00
C 14.241 4.558 -16.921 0.09
C 20.448 6.711 -13.428 0.01
C 13.199 3.958 -15.883 0.01
C 7.658 9.162 -18.649 0.00
C 7.418 3.731 -10.813 0.00
C 11.337 6.815 -16.283 0.01
C 8.808 9.680 -20.764 0.00
C 9.254 2.058 -10.884 0.00
C 7.223 1.559 -9.352 0.00
C 12.662 0.204 -17.137 0.00
C 18.373 8.051 -14.297 0.02
C 11.949 5.655 -11.891 0.00
C 19.912 6.696 -15.845 0.07
C 14.654 5.831 -8.043 0.00
C 10.048 10.017 -18.596 0.00
C 6.485 8.132 -18.879 0.00
C 17.184 8.601 -7.724 0.00
C 7.054 10.705 -14.383 0.00
C 9.619 7.587 -19.507 0.00
C 15.902 7.762 -5.801 0.00
C 18.375 5.541 -14.179 0.06
C 7.957 7.738 -10.871 0.00
C 9.948 7.639 -7.674 0.00
C 8.435 10.272 -13.987 0.00
C 8.963 3.493 -8.904 0.00
C 12.279 1.987 -14.526 0.00
C 9.913 8.417 -13.062 0.00
C 11.427 10.242 -19.248 0.01
C 7.941 9.110 -11.757 0.00
C 15.139 7.745 -13.411 0.01
C 9.740 6.875 -18.103 0.00
C 15.557 2.531 -14.636 0.03
C 17.309 10.089 -7.384 0.00
C 9.973 0.568 -6.776 0.00
C 12.638 1.754 -17.034 0.00
C 5.530 10.795 -16.119 0.00
C 7.664 7.827 -13.951 0.00
C 8.072 4.534 -15.316 0.00
H 9.054 7.077 -20.288 0.00
H 6.602 0.270 -11.220 0.00
H 10.843 5.921 -15.904 0.00
H 12.016 -0.126 -16.323 0.00
H 8.923 4.315 -14.108 0.00
H 21.189 7.673 -17.306 0.00
H 6.605 8.074 -13.871 0.00
H 10.535 6.825 -9.002 0.00
H 6.901 9.436 -11.799 0.00
H 12.073 0.918 -14.584 0.00
H 17.729 5.417 -15.048 0.05
H 13.621 -0.149 -16.758 0.00
H 10.260 8.331 -14.092 0.00
H 6.452 7.342 -18.129 0.00
H 18.167 8.302 -13.256 0.00
H 20.903 5.730 -13.567 0.00
H 11.064 10.179 -12.624 0.00
H 14.912 4.942 -8.618 0.00
H 6.586 2.070 -8.630 0.00
H 12.077 6.491 -17.015 0.01
H 6.429 5.171 -9.420 0.00
H 10.397 1.092 -5.919 0.00
H 5.510 8.619 -18.900 0.00
H 13.495 4.322 -14.899 0.00
H 10.576 7.912 -19.915 0.00
H 9.412 10.893 -18.474 0.00
H 10.180 3.428 -7.211 0.00
H 9.862 7.388 -12.706 0.00
H 8.425 4.406 -8.648 0.00
H 14.733 9.779 -7.048 0.00
H 12.334 5.550 -6.922 0.00
H 20.957 6.332 -11.331 0.00
H 8.175 4.424 -11.179 0.00
H 7.925 9.183 -21.166 0.00
H 5.721 -0.055 -9.836 0.00
H 7.682 7.988 -9.847 0.00
H 9.029 0.231 -6.347 0.00
H 8.959 11.030 -13.405 0.00
H 11.334 10.632 -20.261 0.00
H 8.750 1.491 -11.667 0.00
H 13.791 6.357 -8.450 0.00
H 10.225 5.985 -18.503 0.00
H 8.584 9.878 -11.325 0.00
H 9.770 1.312 -10.279 0.00
H 7.844 9.011 -17.585 0.00
H 15.679 7.841 -12.469 0.00
H 19.620 7.379 -11.453 0.00
H 8.719 10.757 -20.622 0.00
H 21.141 7.542 -13.561 0.00
H 16.097 8.742 -5.365 0.00
H 18.945 4.617 -14.074 0.02
H 9.698 9.581 -21.386 0.00
H 15.433 9.815 -9.550 0.00
H 11.357 2.510 -14.778 0.00
H 15.146 3.041 -11.441 0.00
H 13.756 8.221 -7.212 0.00
H 17.245 8.438 -8.800 0.00
H 11.581 7.416 -15.407 0.00
H 5.789 11.686 -16.690 0.00
H 20.481 5.770 -15.931 0.02
H 14.769 8.711 -13.753 0.01
H 8.736 6.850 -17.679 0.00
H 7.936 0.906 -8.849 0.00
H 7.173 11.779 -14.525 0.00
H 10.147 9.570 -17.607 0.00
H 13.915 4.579 -17.961 0.02
H 11.686 2.276 -17.128 0.00
H 10.660 -0.278 -6.822 0.00
H 14.963 7.352 -5.428 0.00
H 9.019 10.140 -14.898 0.00
H 13.071 3.887 -7.009 0.00
H 9.002 7.445 -10.775 0.00
H 6.290 10.544 -13.623 0.00
H 14.520 5.551 -16.567 0.02
H 14.294 7.099 -13.170 0.00
H 7.129 3.194 -11.716 0.00
H 8.587 2.791 -6.927 0.00
H 11.879 8.646 -12.248 0.00
H 17.777 5.596 -13.269 0.00
H 5.382 1.432 -10.582 0.00
H 15.145 1.600 -16.428 0.01
H 4.896 10.166 -16.745 0.00
H 4.945 11.252 -15.320 0.00
H 15.280 4.533 -12.396 0.00
H 16.694 7.019 -5.711 0.00
H 6.573 7.674 -19.864 0.00
H 16.606 8.706 -15.628 0.02
H 20.389 8.778 -16.161 0.00
H 7.981 7.901 -14.991 0.00
H 16.514 2.040 -14.455 0.02
H 7.247 6.953 -11.135 0.00
H 13.692 9.771 -9.412 0.00
H 21.819 7.970 -15.708 0.00
H 17.255 10.203 -6.301 0.00
H 18.836 8.962 -14.675 0.01
H 19.410 5.676 -11.899 0.01
H 7.951 6.885 -13.483 0.00
H 9.845 2.912 -11.214 0.00
H 15.218 4.084 -17.012 0.06
H 18.291 10.516 -7.590 0.00
H 12.017 9.327 -19.308 0.01
H 11.116 5.543 -13.163 0.00
H 14.527 0.847 -14.882 0.00
H 13.136 2.220 -17.885 0.00
H 17.223 7.112 -15.899 0.05
H 18.082 8.080 -7.392 0.00
H 12.458 -0.143 -18.150 0.00
H 12.463 2.280 -13.492 0.00
H 10.835 9.132 -11.099 0.00
H 19.054 6.542 -16.499 0.07
H 15.817 3.536 -14.968 0.02
H 12.145 4.230 -15.943 0.00
H 16.592 10.782 -7.823 0.00
H 16.806 6.048 -7.717 0.00
H 12.838 4.748 -5.526 0.00
H 11.991 10.939 -18.628 0.00
H 7.346 10.182 -18.873 0.00
H 5.429 3.731 -9.766 0.00
H 14.564 8.366 -9.871 0.00
H 9.855 3.885 -9.393 0.00
H 5.651 4.957 -10.926 0.00
H 16.189 6.762 -9.141 0.00
H 16.654 3.293 -12.317 0.00
```